The following is a DFT calculation (the ωB97M-V functional and the def2-TZVPD basis) of a molecular structure, C30H43Cl3GaN5O3Si.

Last column: Mulliken charge in e.
Atoms and positions in Å:
C  2.82  -3.22  -1.16  -1.37
C  3.21  -2.61  0.14  0.56
H  3.70  -3.42  -1.77  0.38
H  2.14  -2.56  -1.72  0.04
H  2.30  -4.17  -1.00  0.30
C  4.47  -2.52  0.60  0.09
C  5.69  -3.03  -0.11  -1.46
H  4.67  -2.08  1.58  0.36
H  5.48  -3.37  -1.14  0.35
H  6.16  -3.87  0.43  0.28
H  6.44  -2.23  -0.16  0.30
Ga  0.04  -0.30  -0.67  0.86
Cl  -1.25  -1.95  -0.03  -0.43
Cl  0.39  -0.59  -2.83  -0.39
C  -0.37  0.25  2.79  -0.09
O  -0.35  0.94  1.76  -0.58
N  -0.12  0.73  4.03  0.56
C  0.08  2.16  4.23  -0.97
C  -0.29  -0.06  5.24  -1.06
H  -0.60  -0.84  2.77  0.28
H  0.09  2.64  3.25  0.22
H  1.04  2.33  4.74  0.27
H  -0.72  2.57  4.85  0.33
H  -0.45  -1.11  4.97  0.29
H  -1.14  0.31  5.82  0.34
H  0.61  0.00  5.86  0.37
H  3.50  -0.23  -1.92  0.20
H  4.62  0.63  0.51  0.17
C  3.26  0.83  -2.03  -0.93
C  4.35  1.59  0.05  -0.82
N  3.12  1.47  -0.72  0.33
H  2.32  0.92  -2.58  0.23
C  1.94  1.80  -0.19  -0.10
O  0.84  1.50  -0.73  -0.32
H  4.20  2.34  0.84  0.32
H  1.96  2.37  0.75  0.32
H  4.08  1.32  -2.57  0.47
H  5.16  1.91  -0.63  0.32
O  1.68  -0.79  0.37  -0.22
C  2.06  -1.99  0.93  -0.31
C  2.91  -0.58  2.88  0.46
C  2.35  -1.77  2.43  -0.08
H  3.08  0.21  2.14  0.06
C  3.20  -0.42  4.23  -0.67
H  1.23  -2.72  0.89  0.59
C  1.98  -2.76  3.35  -0.28
H  3.62  0.53  4.57  0.41
C  2.95  -1.45  5.14  -0.64
C  2.33  -2.62  4.69  -0.69
H  1.43  -3.63  2.97  0.41
H  3.20  -1.33  6.19  0.42
H  2.11  -3.43  5.39  0.38
Si  -0.85  -1.27  -6.32  0.66
Cl  0.98  -2.11  -5.76  -0.33
C  -0.42  0.51  -6.79  -0.97
C  -2.05  -1.81  -5.00  -0.52
C  -1.48  -1.91  -8.00  -1.01
H  0.29  0.97  -6.09  0.24
H  -1.32  1.14  -6.86  0.34
H  0.04  0.50  -7.79  0.27
H  -0.80  -1.61  -8.81  0.26
H  -2.46  -1.44  -8.17  0.30
H  -1.59  -3.00  -8.01  0.29
H  -1.67  -1.64  -3.98  -0.20
H  -2.22  -2.89  -5.09  0.32
H  -3.04  -1.34  -5.08  0.34
N  -8.82  5.10  3.11  -0.50
C  -7.96  4.48  2.60  0.06
C  -6.91  3.74  1.97  0.47
C  -5.57  4.07  2.22  -1.07
C  -4.55  3.34  1.59  -0.44
C  -4.88  2.37  0.63  1.90
C  -6.23  2.04  0.39  -0.42
C  -7.24  2.70  1.08  -1.04
N  -3.88  1.74  -0.11  0.34
C  -4.10  0.82  -1.14  -0.35
C  -2.89  0.36  -1.54  -0.69
N  -1.91  0.91  -0.72  0.06
C  -2.51  1.81  0.05  -0.30
H  -5.31  4.89  2.89  0.40
H  -3.51  3.56  1.82  0.28
H  -6.51  1.26  -0.33  0.24
H  -8.29  2.41  0.92  0.41
H  -5.07  0.53  -1.50  0.32
H  -2.72  -0.40  -2.29  0.21
H  -2.06  2.51  0.75  0.27

E: -5263.5191 Ha
highest occupied orbital energy: -8.3 eV
total charge: 0
ΔE to the lowest compared entry with this formula, charge and spin: 0.0 kJ/mol

---

The following is a DFT calculation (the ωB97M-V functional and the def2-TZVPD basis) of a molecular structure, C3H6O.

Last column: Mulliken charge in e.
Atoms and positions in Å:
C  -1.80  0.07  0.09  -0.49
C  0.66  0.38  -0.05  0.10
C  1.92  -0.16  0.02  -0.66
H  -1.69  0.19  1.41  0.21
H  -1.77  1.09  -0.42  0.24
H  -2.64  -0.87  -0.36  0.20
H  0.75  1.45  -0.23  0.25
H  2.69  0.55  0.28  0.26
H  2.13  -1.35  0.19  0.21
O  -0.52  -0.35  -0.15  -0.31

E: -193.0017 Ha
highest occupied orbital energy: -8.8 eV
total charge: 0
ΔE to the lowest compared entry with this formula, charge and spin: 371.5 kJ/mol

---

The following is a DFT calculation (the ωB97M-V functional and the def2-TZVPD basis) of a molecular structure, C33H33AsN2PPtS3Te.

Last column: Mulliken charge in e.
Atoms and positions in Å:
Pt  -0.46  1.15  -1.87  1.48
C  -0.24  1.16  1.62  -0.75
C  1.24  0.76  1.59  -0.20
As  1.59  -1.08  2.26  0.74
C  3.52  -1.06  2.02  0.09
C  4.09  -0.55  0.85  0.32
C  5.47  -0.59  0.68  -0.52
C  6.28  -1.16  1.65  -0.56
C  5.71  -1.68  2.80  -0.64
C  4.33  -1.65  2.98  -0.52
C  1.42  -0.61  4.14  0.10
C  0.38  -1.18  4.86  -0.28
C  0.16  -0.80  6.18  -0.59
C  0.98  0.14  6.78  -0.45
C  2.03  0.70  6.07  -0.74
C  2.26  0.33  4.75  -0.31
P  -1.26  0.62  0.21  0.33
C  -2.87  1.39  0.46  0.73
C  -3.52  2.01  -0.61  -0.55
C  -4.76  2.61  -0.43  -0.74
C  -5.36  2.59  0.82  -0.57
C  -4.71  1.99  1.90  -0.84
C  -3.47  1.40  1.72  -0.38
C  -1.48  -1.17  0.27  0.70
C  -2.52  -1.75  0.99  -0.73
C  -2.65  -3.13  1.02  -0.68
C  -1.77  -3.94  0.32  -0.73
C  -0.73  -3.36  -0.41  -0.99
C  -0.59  -1.99  -0.43  0.21
H  -0.33  2.25  1.58  0.42
H  -0.72  0.82  2.54  0.34
H  1.78  1.42  2.27  0.86
H  1.66  0.89  0.60  -0.74
H  3.47  -0.12  0.08  -0.15
H  5.91  -0.18  -0.23  0.39
H  7.35  -1.20  1.50  0.39
H  6.34  -2.13  3.56  0.39
H  3.89  -2.07  3.87  0.45
H  -0.25  -1.93  4.39  0.44
H  -0.65  -1.25  6.74  0.42
H  0.81  0.44  7.81  0.40
H  2.68  1.43  6.54  0.40
H  3.09  0.75  4.20  0.41
H  -3.04  2.04  -1.58  0.21
H  -5.26  3.09  -1.26  0.42
H  -6.33  3.05  0.96  0.41
H  -5.17  1.99  2.88  0.43
H  -2.97  0.95  2.58  0.37
H  -3.23  -1.14  1.53  0.40
H  -3.46  -3.58  1.59  0.47
H  -1.89  -5.01  0.33  0.42
H  -0.03  -3.99  -0.95  0.49
H  0.21  -1.54  -1.00  0.34
C  -3.78  1.26  -7.52  -1.04
N  -2.79  1.28  -6.44  -0.05
C  -2.74  0.42  -5.47  0.41
N  -3.57  -0.58  -5.41  -0.29
S  -1.54  -0.56  -3.18  -0.51
H  -3.71  0.33  -8.09  0.37
H  -3.58  2.08  -8.19  0.34
H  -4.78  1.36  -7.11  0.40
H  -2.12  2.04  -6.39  0.21
H  -4.12  -0.86  -6.22  0.25
H  -3.45  -1.28  -4.68  0.14
S  -0.81  1.97  -4.24  -0.46
C  -1.75  0.62  -4.34  0.63
Te  1.53  2.81  -1.51  0.20
C  2.85  1.55  -2.42  -0.05
C  2.74  0.19  -2.65  0.13
C  3.87  -0.33  -3.31  -0.80
C  4.82  0.63  -3.56  -0.34
S  4.35  2.16  -3.01  -0.04
H  1.89  -0.39  -2.34  0.36
H  3.99  -1.37  -3.59  0.40
H  5.79  0.50  -4.03  0.43

E: -5545.3549 Ha
highest occupied orbital energy (alpha / beta): -12.2 / -12.2 eV
spin multiplicity: 2
total charge: +2
expectation value of S²: 0.764
ΔE to the lowest compared entry with this formula, charge and spin: 0.0 kJ/mol

---

The following is a DFT calculation (the ωB97M-V functional and the def2-TZVPD basis) of 21 unconnected molecules or ions with the total composition C4H46IN3O21.

Last column: Mulliken charge in e.
Atoms and positions in Å:
I  2.50  -3.35  0.54  0.13
N  -0.37  -2.16  0.78  -0.84
O  -2.47  -0.88  0.58  0.34
C  0.80  -1.90  0.46  -1.13
C  -0.19  0.13  0.50  -1.00
C  1.01  -0.46  0.19  0.97
N  -1.05  -0.97  0.73  0.50
N  1.97  1.53  -0.71  0.13
C  2.25  0.19  -0.31  -0.17
H  -2.73  -1.30  -0.28  0.21
H  -0.50  1.14  0.55  1.01
H  1.74  2.01  0.13  -0.01
H  1.09  1.41  -1.25  0.05
H  3.08  0.09  0.33  0.53
H  2.51  -0.39  -1.18  -0.03
O  -5.19  0.83  0.06  -0.68
H  -5.27  -0.15  0.28  0.32
H  -4.52  1.24  0.70  0.37
O  2.64  2.09  2.35  -0.61
H  1.69  2.44  2.40  0.36
H  2.86  1.65  3.23  0.31
O  -3.23  -4.03  2.28  -0.76
H  -2.56  -4.70  1.91  0.25
H  -2.72  -3.30  2.75  0.32
O  4.91  -2.35  -1.61  -0.66
H  4.67  -2.16  -0.65  0.21
H  5.27  -3.29  -1.67  0.34
O  2.27  4.82  -1.15  -0.68
H  2.71  5.52  -0.55  0.29
H  2.96  4.11  -1.35  0.30
O  -3.42  -2.42  -1.71  -0.68
H  -3.08  -2.17  -2.63  0.29
H  -2.91  -3.25  -1.41  0.38
O  0.25  -0.37  -4.19  -0.66
H  1.07  -0.74  -3.74  0.35
H  0.30  -0.60  -5.17  0.28
O  -3.53  1.69  2.32  -0.73
H  -2.68  2.13  1.99  0.33
H  -4.04  2.37  2.87  0.27
O  2.30  2.66  -3.54  -0.65
H  1.55  2.35  -4.15  0.32
H  2.21  2.18  -2.66  0.25
O  4.46  2.68  -0.57  -0.75
H  4.71  2.93  0.38  0.32
H  3.66  2.07  -0.54  0.27
O  -1.94  -4.20  -0.34  -0.73
H  -2.02  -5.16  -0.02  0.28
H  -1.15  -3.78  0.12  0.40
O  -3.28  -0.69  3.53  -0.72
H  -3.96  -1.07  2.89  0.38
H  -3.18  0.30  3.35  0.42
O  5.45  -5.12  1.74  -0.60
H  5.73  -4.19  2.01  0.34
H  4.76  -5.06  1.01  0.24
O  3.20  -0.97  -3.60  -0.62
H  3.33  -1.31  -4.55  0.30
H  3.73  -1.57  -2.98  0.36
O  -0.75  1.62  -2.45  -0.52
H  -0.56  0.85  -3.07  0.24
H  -1.74  1.61  -2.22  0.27
O  -0.21  4.48  -2.03  -0.69
H  0.71  4.58  -1.61  0.45
H  -0.27  3.54  -2.42  0.30
O  -5.20  -2.09  1.62  -0.70
H  -4.44  -2.74  1.76  0.36
H  -5.91  -2.54  1.06  0.30
O  0.11  3.25  2.84  -0.66
H  -0.34  3.11  3.73  0.30
H  0.19  4.25  2.68  0.32
O  -1.81  3.21  0.23  -0.53
H  -0.99  3.75  0.01  0.27
H  -2.28  2.98  -0.63  0.24
O  -1.34  -2.38  3.64  -0.84
H  -0.81  -2.37  2.77  0.41
H  -1.98  -1.60  3.61  0.49

E: -2221.8736 Ha
highest occupied orbital energy: -9.6 eV
total charge: 0